ORCA calculation (ωB97M-V/def2-TZVPD) on the molecule C17H14N4O6 at a distorted geometry.

Values from the calculation:
**2S+1**: 1
**Gap between HOMO and LUMO**: 8.286 eV
**SMILES**: NC(=O)COc1ccc(-c2noc(COc3ccccc3[N+](=O)[O-])n2)cc1
**HOMO energy**: -8.49 eV

Last column: Mulliken charge in e.
Element x y z (Å)
N 0.5468 0.7218 -7.2220  -0.3949
C 1.2645 0.6201 -6.0783  0.6909
O 1.2886 1.4777 -5.2335  -0.5748
C 2.0355 -0.7049 -5.9673  -0.7961
O 2.7372 -0.8196 -4.7594  -0.4582
C 2.0471 -0.8882 -3.5907  0.9421
C 2.8294 -0.8667 -2.4324  -0.7754
C 2.2448 -0.9639 -1.1920  -0.3867
C 0.8591 -1.0895 -1.0793  0.0391
C 0.0790 -1.1123 -2.2326  -1.0850
C 0.6639 -1.0144 -3.4785  -0.0769
H 0.0320 -1.0219 -4.3527  0.3445
H -0.9911 -1.2064 -2.1360  0.4655
C 0.2458 -1.1934 0.2230  0.3654
N -1.0391 -1.3338 0.4355  -0.5407
O -1.1797 -1.3916 1.7872  -0.0746
C 0.0480 -1.2762 2.3022  0.6545
N 0.9618 -1.1493 1.3953  -0.5022
C 0.2582 -1.3098 3.7790  -0.5172
O -0.8356 -0.8152 4.5086  -0.4320
C -1.2395 0.4572 4.3270  1.0254
C -0.5952 1.3835 3.5056  -0.3057
C -1.0964 2.6620 3.3493  -0.7823
C -2.2560 3.0572 3.9990  -0.5967
C -2.9059 2.1595 4.8186  -0.3883
C -2.4067 0.8734 4.9945  -0.1146
N -3.1217 -0.0064 5.8818  0.9836
O -2.5447 -0.9617 6.3487  -0.5628
O -4.2759 0.2844 6.1266  -0.6151
H -3.8095 2.4280 5.3448  0.4541
H -2.6439 4.0543 3.8676  0.3876
H -0.5735 3.3544 2.7075  0.3928
H 0.3058 1.1090 2.9801  0.4140
H 0.3576 -2.3507 4.1060  0.3147
H 1.1893 -0.7783 4.0137  0.3134
H 2.8437 -0.9442 -0.2952  0.4857
H 3.8976 -0.7677 -2.5412  0.4366
H 1.3492 -1.5501 -6.1200  0.4108
H 2.8042 -0.7306 -6.7459  0.4292
H 0.5797 0.0274 -7.9461  0.1827
H 0.0455 1.5769 -7.3984  0.2475

Atoms 1-3, force components in eV/Å:
N -0.249 0.099 -0.321
C 0.133 -0.349 -0.117
O 0.116 0.174 0.234